Entry 1:
Formula: C9H11NSi
Source: the OMol25 dataset
Level of theory: wB97M-V/def2-TZVPD

```
22
Properties=species:S:1:pos:R:3:nbo_charge:R:1
C 2.17 -1.25 0.29 -0.21
C 0.84 -1.73 0.57 -0.19
C 1.25 0.98 0.24 -0.17
C 2.38 0.13 0.11 -0.01
C -0.04 0.45 0.30 0.07
C -0.27 -0.96 0.45 -0.38
C -2.54 0.36 -0.02 -0.17
C 3.55 0.76 -0.42 -0.64
C -3.67 1.13 -0.41 -0.75
N -0.99 1.31 0.11 -0.32
Si -2.17 -1.42 0.41 1.01
H 2.91 -1.92 0.33 0.20
H 0.67 -2.79 0.82 0.21
H 1.25 1.98 -0.04 0.21
H 3.22 0.99 -1.49 0.23
H 3.85 1.81 0.02 0.22
H 4.42 0.11 -0.27 0.22
H -3.77 1.94 0.26 0.25
H -4.59 0.49 -0.73 0.23
H -3.54 1.77 -1.33 0.24
H -2.02 -2.32 -0.78 -0.14
H -2.90 -1.83 1.61 -0.14
```

Output
* LUMO (spin up / spin down): -0.05 / -0.83 eV
* structure (SMILES): CC1=Nc2cc(C)ccc2[SiH2]1
* molecular weight: 161.3 g mol⁻¹
* E: -693.6011 Ha
* HOMO-LUMO gap (spin up / spin down): 0.28365 / 0.25857 Ha
* total charge: 0
* E_HOMO (spin up / spin down): -7.772 / -7.865 eV

=====

Entry 2:
Formula: C9H11NSi
Source: the OMol25 dataset
Level of theory: wB97M-V/def2-TZVPD

```
22
Properties=species:S:1:pos:R:3:nbo_charge:R:1
C 0.64 -2.61 2.02 -0.14
C 0.04 -1.63 2.32 -0.51
C 1.04 0.51 -2.71 -0.17
C 0.63 -0.01 -3.96 -0.24
C 0.36 0.14 -1.59 -0.26
C -0.37 -0.93 -4.03 0.02
C -0.71 -0.72 -1.77 0.05
C 0.84 1.20 3.17 -1.16
C -1.99 0.99 1.76 -1.20
N -0.97 -1.34 -2.89 -0.42
Si -0.50 0.18 2.34 1.54
H 0.96 -3.51 1.67 0.22
H 2.08 0.86 -2.75 0.22
H 1.07 0.32 -4.79 0.20
H 0.60 0.52 -0.63 0.21
H -0.56 -1.49 -4.94 0.20
H 0.50 2.10 3.65 0.26
H 1.35 0.56 4.05 0.25
H 1.68 1.47 2.45 0.26
H -2.19 1.49 2.76 0.24
H -1.34 -1.02 -0.94 0.19
H -2.79 0.45 1.25 0.24
```

Output
* LUMO: -0.11 eV
* structure (SMILES): C#C[Si](=C)C.c1ccncc1
* molecular weight: 161.3 g mol⁻¹
* E: -693.6063 Ha
* HOMO-LUMO gap: 0.29702 Ha
* total charge: 0
* E_HOMO: -8.195 eV

=====

Entry 3:
Formula: C9H11O2
Source: the OMol25 dataset
Level of theory: wB97M-V/def2-TZVPD

```
22
Properties=species:S:1:pos:R:3:nbo_charge:R:1
C 0.81 -1.68 2.34 -0.63
C -0.61 1.24 0.31 -0.18
C -0.26 2.31 1.12 -0.25
C -0.20 -0.05 0.66 -0.21
C 0.43 -0.30 1.85 -0.01
C 0.45 2.07 2.28 -0.21
C 0.76 0.79 2.69 -0.25
H -1.23 1.28 -0.57 0.28
H -0.50 3.27 0.68 0.21
H -0.25 -0.83 -0.06 0.23
H 0.80 2.91 2.88 0.19
H 1.22 -2.26 1.56 0.21
H -0.08 -2.14 2.76 0.21
H 1.33 0.55 3.58 0.19
H 1.61 -1.67 3.08 0.20
C 0.02 -0.92 -3.71 -0.74
C -1.46 -0.62 -3.40 0.77
O -1.67 -0.07 -2.29 -0.82
O -2.30 -0.98 -4.25 -0.78
H 0.10 -1.36 -4.71 0.19
H 0.47 -1.57 -2.96 0.19
H 0.55 0.03 -3.85 0.20
```

Output
* LUMO: 3.21 eV
* molecular weight: 151.2 g mol⁻¹
* E: -500.0779 Ha
* HOMO-LUMO gap: 0.26780 Ha
* total charge: -1
* E_HOMO: -4.077 eV

=====

Entry 4:
Formula: C9H11O3
Source: the OMol25 dataset
Level of theory: wB97M-V/def2-TZVPD

```
23
Properties=species:S:1:pos:R:3:nbo_charge:R:1
C 3.81 -0.79 -1.55 -0.61
C -0.20 0.68 -0.97 0.37
C 0.45 0.94 -2.19 -0.35
C 0.55 -0.09 0.02 -0.29
C 1.79 0.52 -2.39 -0.20
C 1.76 -0.66 -0.26 -0.20
C 2.35 -0.41 -1.54 -0.13
O -1.43 0.96 -0.72 -0.74
H -1.93 0.62 0.36 0.50
H -0.11 1.35 -3.01 0.20
H 0.03 -0.17 0.97 0.22
H 2.33 0.89 -3.26 0.19
H 2.26 -1.27 0.48 0.19
H 4.44 -0.24 -2.26 0.20
H 3.88 -1.84 -1.90 0.19
H 4.28 -0.87 -0.57 0.20
C -3.48 -0.15 3.35 -0.73
C -3.47 0.33 1.85 0.80
O -2.28 0.72 1.50 -0.77
O -4.45 0.33 1.13 -0.68
H -2.48 -0.40 3.70 0.21
H -4.11 -1.03 3.25 0.21
H -3.98 0.57 4.01 0.21
```

Output
* LUMO: 3.53 eV
* molecular weight: 167.2 g mol⁻¹
* E: -575.3269 Ha
* HOMO-LUMO gap: 0.26776 Ha
* total charge: -1
* E_HOMO: -3.755 eV